1.
Molecular formula: C3H11N2
Method: DFT, the ωB97M-V functional and the def2-TZVPD basis

The HOMO energy comes out at -13.661 eV. Its HOMO-LUMO gap is 8.9 eV. Its total charge is +1. The value obtained for the energy above the lowest of the compared OMol25 structures with the same formula, charge and spin is 51.8 kcal per mole. The calculation puts the molar mass at 75.1 g mol⁻¹.

```
16
Properties=species:S:1:pos:R:3:forces:R:3:mulliken_charge:R:1
C 2.0042 -1.2093 3.2593 -3.9611 3.8032 2.7906 -0.899
C 1.3933 0.3184 2.8105 0.3283 -0.5716 0.6460 -0.666
H 1.9328 -1.3869 4.3548 0.3861 0.8165 -0.3707 0.269
H 2.9585 -1.2516 2.9808 3.7929 -0.4132 -1.2042 0.309
H 1.4273 -2.0350 2.9835 -0.9983 -0.9628 -1.5880 0.320
H 0.2878 0.2175 2.5807 1.2717 0.2827 0.4417 0.216
H 1.5756 1.2791 3.5209 -0.3933 -2.7675 -1.2726 0.242
H 1.9131 0.5829 1.8615 -0.4320 -0.1887 0.5456 0.209
N -2.4808 -0.3160 -2.6424 0.3567 -1.4899 2.6894 -0.326
C -2.0293 0.7445 -3.2072 -0.8027 1.9289 -3.7875 0.264
N -0.7715 1.0890 -3.1498 0.1805 1.4765 -1.3729 -0.345
H -1.9335 -0.5064 -1.8029 -0.1812 -0.9462 -0.2526 0.264
H -3.0502 -1.0882 -2.9787 -0.5714 0.9446 -0.0867 0.274
H -2.6960 1.3825 -3.8891 0.9881 -1.1650 0.9112 0.313
H -0.4254 1.7402 -3.8998 -0.4530 -0.5609 1.5972 0.316
H -0.1060 0.4394 -2.7820 0.4886 -0.1867 0.3135 0.240
```
Forces are in eV/Å.

---

2.
Molecular formula: C2N4O8
Method: DFT, the ωB97M-V functional and the def2-TZVPD basis

The HOMO energy comes out at -1.314 eV. Its SMILES is O=[N+]([O-])C(=C([N+](=O)[O-])[N+](=O)[O-])N([O-])[O-]. Its HOMO-LUMO gap is 8.0 eV. Its total charge is -2. The calculation puts the molar mass at 208.0 g mol⁻¹.

```
14
Properties=species:S:1:pos:R:3:forces:R:3:mulliken_charge:R:1
C -0.0738 0.2775 0.8300 0.3019 -2.5757 -5.8306 -0.066
C 0.0943 -0.3830 -0.8045 -0.2567 2.6911 6.0012 -0.063
N -0.7676 -0.5487 1.6528 -0.2442 -0.0755 0.6564 0.957
N 0.3493 1.5376 1.0659 0.0682 0.4187 0.4949 0.926
N 1.3107 -0.9297 -1.0434 0.3710 -0.3271 -0.5881 0.942
N -0.8891 -0.0701 -1.6753 -0.2318 -0.0881 -0.6316 0.938
O -1.1302 -1.6501 1.2010 -0.0465 -0.1945 -0.0691 -0.696
O -1.0293 -0.2274 2.8199 -0.0762 0.1129 0.3935 -0.715
O 0.8934 2.1653 0.1411 0.0947 -0.0096 -0.3386 -0.706
O 0.2105 2.0490 2.1874 -0.0241 0.2235 0.3399 -0.704
O 2.1058 -1.0229 -0.0923 0.1302 -0.0356 0.1745 -0.693
O 1.6198 -1.3354 -2.1740 0.0763 -0.1383 -0.3102 -0.712
O -1.8628 0.5776 -1.2519 -0.1424 0.1038 0.1275 -0.696
O -0.8308 -0.4396 -2.8568 -0.0204 -0.1055 -0.4197 -0.709
```
Forces are in eV/Å.

---

3.
Molecular formula: C24H65F12MgN7O18S4
Method: DFT, the ωB97M-V functional and the def2-TZVPD basis

The HOMO energy comes out at -9.093 eV. Its HOMO-LUMO gap is 3.4 eV. Its total charge is 0. The value obtained for the energy above the lowest of the compared OMol25 structures with the same formula, charge and spin is 289.1 kcal per mole. The calculation puts the molar mass at 1120.4 g mol⁻¹.

```
131
Properties=species:S:1:pos:R:3:forces:R:3:mulliken_charge:R:1
Mg -4.1166 1.7611 -3.6868 0.2544 -1.6327 -0.0246 1.566
C 0.0030 3.1148 -1.6414 1.5325 0.5575 -0.7385 0.702
F -0.6264 4.2933 -1.4946 0.2799 -0.8337 0.0161 -0.209
F 0.1163 2.8864 -2.9782 -0.4532 -0.1235 1.1749 -0.227
F 1.2497 3.1991 -1.1445 -0.9785 0.1940 -0.3284 -0.206
S -0.8561 1.7709 -0.6458 -1.7445 0.3875 2.9784 0.762
O 0.1302 1.1396 0.2474 -1.5529 0.5914 -2.8628 -0.490
O -1.8690 2.5088 0.1486 0.9817 -1.1843 -2.5286 -0.632
N -1.6701 0.8265 -1.9844 0.2727 3.6816 2.6939 -0.305
S -0.9040 -0.5205 -2.0914 2.8012 -3.9430 -2.6482 0.931
O -1.4482 -1.2219 -3.2494 -0.3712 0.6269 1.0659 -0.652
O 0.5723 -0.4255 -2.1044 -2.8445 0.1045 0.9150 -0.594
C -1.5499 -1.5712 -0.5656 1.8328 0.2961 -0.6096 0.676
F -1.6935 -2.8501 -0.8319 -0.0275 -0.2672 -0.6360 -0.210
F -0.6255 -1.4907 0.4060 -0.9766 0.3168 -0.0663 -0.176
F -2.7321 -1.0890 -0.2388 -0.1253 0.3472 0.6445 -0.235
C -9.1596 1.4996 -5.2909 1.0486 -1.8576 -0.2861 0.688
F -8.9645 0.8875 -4.1078 -0.5485 0.2132 -0.5597 -0.212
F -10.2018 0.9874 -5.9611 0.5454 0.8233 1.0391 -0.206
F -9.2883 2.7877 -5.0407 -0.1639 -0.1300 -0.5502 -0.205
S -7.6034 1.1023 -6.4456 -0.5238 0.8629 -1.4799 0.934
O -8.0859 0.3111 -7.5750 0.8101 0.8695 2.1129 -0.547
O -7.1599 2.4498 -6.7785 0.6689 -1.1383 1.0579 -0.674
N -6.4288 0.2440 -5.4259 -1.4360 4.2204 -1.7960 -0.289
S -6.8866 -1.2299 -5.3780 -2.8815 -4.6124 1.0601 0.895
O -6.2446 -1.8061 -4.2367 0.9025 -0.2354 0.1851 -0.643
O -8.3366 -1.5495 -5.4781 3.1888 1.3808 -0.3667 -0.586
C -6.0729 -2.0539 -6.9074 -1.2836 1.0879 -2.6768 0.679
F -4.9780 -2.7306 -6.7012 0.4117 -0.0200 0.7585 -0.205
F -6.9496 -2.8598 -7.5440 0.3812 0.3982 0.9178 -0.233
F -5.7773 -1.0614 -7.8533 0.0517 -1.0041 1.4415 -0.264
O -8.6257 -1.2789 0.1357 0.0810 0.4066 -0.0462 -0.609
H -9.1170 -2.1004 0.1321 -0.1746 -0.1920 -0.0929 0.306
H -7.7836 -1.5047 0.5308 0.2028 -0.1507 0.1389 0.313
O -6.1135 1.4420 -1.1470 0.6815 0.3275 -0.6412 -0.502
H -6.0782 2.0857 -0.4394 0.1079 0.2206 0.2385 0.298
H -6.8373 0.8628 -0.9088 -0.3727 -0.4398 -0.2004 0.277
O -2.3167 2.3376 -6.1443 -0.5588 -0.1263 0.9003 -0.544
H -1.7088 3.0696 -6.2493 0.2622 0.2631 0.1366 0.306
H -2.5333 2.0754 -7.0391 -0.2632 -0.2682 -0.3047 0.308
O 3.8310 6.1443 -5.7407 -0.1665 0.1840 0.0139 -0.636
H 3.5255 5.2839 -6.0278 -0.0845 -0.2084 -0.0721 0.315
H 4.7668 6.0249 -5.5786 0.2502 0.0165 0.0609 0.321
O -3.6527 3.6357 5.2139 -0.0567 -0.0046 0.2334 -0.611
H -4.2259 3.3891 4.4880 -0.1591 -0.1011 -0.1488 0.308
H -2.8711 3.9924 4.7919 0.2536 0.1287 -0.0746 0.304
C 4.6368 -6.6180 -0.6377 1.1823 -1.0389 -0.6120 -1.342
C 3.4168 -6.3336 0.1711 -0.2429 -1.0507 -0.6167 0.308
C 3.6993 -5.1698 1.0520 -3.2273 0.4111 -1.8331 -0.588
O 4.6696 -5.5376 1.8795 2.3858 -0.1607 1.8606 -0.304
C 5.1878 -4.4772 2.6111 1.0530 0.6100 1.3945 -0.819
N 2.2950 -6.2442 -0.7440 -0.9644 0.1547 0.1818 -0.675
H 5.1404 -5.7196 -0.9947 0.0180 0.1469 0.0472 0.282
H 4.3962 -7.2260 -1.5098 -0.1693 0.0653 -0.0109 0.429
H 5.3434 -7.2176 -0.0639 0.2450 0.2799 0.0513 0.296
H 3.2549 -7.1825 0.8354 -0.2668 -0.2076 -0.0768 0.369
H 2.7790 -4.9379 1.5881 -0.2882 0.4266 0.3043 0.355
H 3.8815 -4.3642 0.3406 0.6117 0.7524 0.2680 0.314
H 5.7029 -4.8267 3.5058 0.0125 -0.5759 -0.0819 0.283
H 4.4638 -3.7765 3.0269 -0.5792 0.0011 -0.4164 0.338
H 5.9519 -3.8991 2.0914 -0.1133 0.0796 -0.5670 0.297
H 2.1982 -5.3523 -1.2078 0.4134 0.2590 -0.1419 0.204
H 1.4077 -6.3683 -0.2776 -0.0782 -0.1290 0.2286 0.258
C 0.2499 -6.7019 -6.1473 -1.7850 -0.2756 0.0868 -1.419
C 1.2943 -7.0800 -7.1753 -0.6640 -1.0586 0.3649 0.590
C 2.7190 -6.7167 -6.8943 -1.2192 1.7381 -1.4450 -0.574
O 2.6383 -5.2796 -7.0582 1.2731 0.1732 1.3497 -0.311
C 3.8917 -4.6128 -6.8806 -0.1453 -0.3563 -1.2838 -0.760
N 1.1787 -8.5068 -7.4801 -0.5050 -0.2704 0.3140 -0.739
H 0.0984 -5.6766 -5.8098 0.8308 0.1965 -0.3993 0.356
H 0.1264 -7.3046 -5.2476 0.8577 -0.3575 0.0966 0.326
H -0.6815 -6.9376 -6.6621 -0.3035 0.0694 -0.0514 0.359
H 0.9776 -6.6022 -8.1024 0.3914 0.4056 0.0188 0.200
H 3.1878 -7.1429 -7.7813 1.1149 0.0371 0.2539 0.335
H 3.1213 -7.0847 -5.9505 0.0673 0.2159 0.0850 0.308
H 4.2525 -4.4112 -5.8720 -0.3494 -0.5247 0.3346 0.262
H 3.8623 -3.6447 -7.3806 -0.3609 0.0164 -0.0408 0.243
H 4.5946 -5.2192 -7.4520 0.6610 0.1283 0.2648 0.327
H 1.7699 -8.7798 -8.2521 0.0867 0.0281 -0.0143 0.263
H 1.4232 -9.0677 -6.6765 0.0487 -0.1605 0.0776 0.236
C 5.3999 2.7593 2.9436 1.6520 0.0616 -0.3565 -1.318
C 6.5139 1.6989 3.0216 -0.7253 -1.2475 -1.9461 0.548
C 6.9590 1.1612 1.6151 -0.9889 0.9372 -0.4570 -0.766
O 5.7536 0.8832 0.8737 0.7759 -0.7916 -0.2187 -0.222
C 5.9563 0.1779 -0.3941 -1.1929 0.7873 2.0073 -0.658
N 7.6566 2.1047 3.7890 0.3960 0.4844 1.0601 -0.768
H 4.5703 2.3632 2.3579 -0.1415 0.0470 0.5442 0.324
H 5.7858 3.6323 2.4172 -0.0409 0.2199 0.0395 0.297
H 5.2171 3.0360 3.9819 -0.6799 0.0936 -0.1434 0.352
H 5.9750 0.8600 3.4620 0.1759 -0.5660 0.1997 0.177
H 7.6744 0.3423 1.6911 -0.3965 -0.7533 0.2922 0.390
H 7.5082 1.8568 0.9806 0.2026 0.8102 0.4161 0.394
H 6.6033 0.7610 -1.0495 0.2869 -0.3919 -0.0377 0.283
H 4.9425 0.1383 -0.7925 0.1543 0.0175 -0.3152 0.188
H 6.2311 -0.8449 -0.1362 0.6231 0.0081 -0.5062 0.244
H 7.3579 2.1543 4.7525 -0.3417 0.7413 0.3267 0.278
H 8.3533 1.3868 3.9280 0.2215 -0.4678 -0.9012 0.258
C -2.9213 9.4245 3.5138 1.6784 -0.6310 0.0378 -1.459
C -2.2809 8.2920 2.5814 -0.4243 1.3241 1.0563 0.327
C -0.8909 7.7447 2.9614 -0.2566 -0.0631 0.6316 -0.741
O -0.9513 7.0094 4.2258 0.5317 0.6368 -0.5060 -0.319
C 0.2704 6.3535 4.5681 0.2800 -0.0888 -0.3329 -0.780
N -3.2287 7.2074 2.5508 -0.8432 -0.3377 0.2580 -0.694
H -3.8764 9.8461 3.2003 0.0008 -0.5218 -0.4086 0.360
H -2.2335 10.2673 3.5831 0.1090 0.0666 -0.0348 0.374
H -3.0165 9.0355 4.5275 -0.1219 -0.0589 0.0753 0.367
H -2.2227 8.8105 1.6245 0.3952 -0.4075 -0.4093 0.252
H -0.1470 8.5408 2.9306 0.1676 0.1733 0.6166 0.480
H -0.5701 7.0558 2.1800 -0.1249 -0.3060 -0.1960 0.358
H 0.5621 5.6171 3.8192 -0.0993 -0.0491 -0.3643 0.279
H 0.2331 5.7978 5.5051 -0.8331 0.2024 0.0813 0.260
H 1.1297 7.0110 4.6999 -0.1096 0.5410 -0.2108 0.332
H -2.7694 6.3197 2.6960 0.2745 -0.1725 -0.3170 0.284
H -3.7108 7.3266 3.4303 -0.6345 -0.3675 0.0024 0.327
C 0.1376 0.1033 6.7843 1.3579 1.1577 -2.2579 -1.671
C -0.4955 0.0585 8.0852 -1.3012 -0.8034 1.4476 0.720
C 0.1402 1.0093 9.1686 -1.7074 -1.2944 -1.7382 -0.630
O -0.8036 0.9241 10.2285 0.6796 0.7603 1.6802 -0.364
C -0.4705 -0.0695 11.2089 1.0423 0.1980 -0.8387 -0.632
N -1.9544 0.2623 7.9090 0.5600 0.4986 -0.2699 -0.701
H -0.4152 -0.3592 5.9667 -0.0587 -0.5151 0.3732 0.411
H 1.1605 -0.2720 6.8146 0.0150 -0.1851 -0.0745 0.365
H 0.2249 1.1309 6.4313 0.1110 0.4321 0.0039 0.330
H -0.4129 -0.9934 8.3589 0.1132 -0.0582 0.8136 0.180
H 0.1508 2.0007 8.7158 -0.3758 0.3397 0.3830 0.324
H 1.1922 0.7793 9.3368 -0.0536 -0.3822 0.7723 0.356
H -1.1564 -0.1777 12.0491 -0.6326 0.2501 -0.6634 0.253
H 0.4759 0.1762 11.6907 0.3106 0.0872 -0.0806 0.275
H -0.3261 -0.9884 10.6407 -0.1502 -0.4834 0.5085 0.267
H -2.4629 0.3496 8.7773 0.3310 -0.2830 0.3873 0.295
H -2.0510 1.1863 7.5128 -0.2591 0.2883 -0.4662 0.223
```
Forces are in eV/Å.

---

4.
Molecular formula: C5H8N2O2
Method: DFT, the ωB97M-V functional and the def2-TZVPD basis

The HOMO energy comes out at -8.644 eV. Its SMILES is C=C1C(=O)[N@+](C)(N)[C@H]1[O-]. Its HOMO-LUMO gap is 8.8 eV. Its total charge is 0. The value obtained for the energy above the lowest of the compared OMol25 structures with the same formula, charge and spin is 127.1 kcal per mole. The calculation puts the molar mass at 128.1 g mol⁻¹.

```
17
Properties=species:S:1:pos:R:3:forces:R:3:mulliken_charge:R:1
C -1.2321 0.1076 -1.1730 0.0130 -0.5965 0.1231 -0.995
N -0.2553 -0.6545 -0.3807 0.9614 0.9896 0.6967 0.462
C -0.0687 -0.2475 1.1063 0.8818 -2.8137 0.6658 0.611
C 0.9269 0.8303 1.0091 -2.2526 -1.2501 -1.7423 -0.026
N -0.1213 -2.0602 -0.5891 -0.3660 0.1727 0.3179 -0.763
C 1.3565 0.1509 -0.6676 0.7179 2.0789 1.3118 0.131
C 0.6144 1.9144 1.7024 1.3675 1.2538 0.3731 -0.758
O -0.3461 -1.0463 1.9758 -0.2394 1.1888 -1.1578 -0.570
O 1.4790 0.9290 -1.5887 -0.4576 -0.7174 0.0656 -0.584
H -0.2911 -2.5083 0.3162 -0.1153 0.1013 -0.2679 0.254
H -0.8031 -2.3961 -1.2626 -0.0788 0.2017 0.1254 0.254
H 1.9983 -0.7161 -0.4624 -0.2243 -0.1377 -0.0854 0.351
H -2.2248 -0.3093 -1.0078 -0.1039 0.0968 -0.0569 0.404
H -0.9493 0.0481 -2.2259 0.0122 -0.0232 0.0846 0.336
H -1.1947 1.1549 -0.8757 0.0676 -0.1334 0.0665 0.338
H -0.0262 1.9501 2.5861 -0.3151 -0.3904 -0.4748 0.275
H 1.1375 2.8530 1.5377 0.1315 -0.0212 -0.0452 0.280
```
Forces are in eV/Å.